Record 1
133
Properties=species:S:1:pos:R:3:forces:R:3 method="wB97M-V/def2-TZVPD" homo_energy_ev=-12.58 total_charge=+2 relative_energy_kcal_mol=0.00
Ga -0.536934 -0.019285 -0.630142 -0.134 -0.037 -0.670
C -1.823586 -4.909115 -0.626915 0.006 0.023 0.054
C -2.043158 -4.219923 0.726323 0.166 0.143 -0.267
C -3.428129 -3.566983 0.697600 0.137 0.023 -0.046
C -2.002304 -5.249702 1.852412 0.039 0.090 -0.002
P -0.770016 -2.812268 0.831583 -0.357 -0.235 0.809
C -1.505467 -1.739783 2.186083 0.036 -0.045 -0.412
N -0.671218 -0.569347 2.363681 -0.080 -0.092 0.198
B -0.184948 0.304917 1.375337 0.449 -0.012 -0.529
N 0.693458 1.241895 1.954398 0.150 -0.022 0.241
C 1.523061 2.276081 1.350282 -0.058 -0.337 -0.324
P 2.576474 1.564745 -0.038686 0.253 0.585 0.192
C 2.476000 2.939022 -1.341951 0.091 -0.250 0.089
C 3.357928 2.585639 -2.546055 -0.047 0.051 0.092
C 1.026992 2.868973 -1.831553 0.046 -0.220 0.158
C 2.809939 4.347502 -0.851281 -0.030 -0.099 -0.075
C 4.276241 1.573463 0.802274 -0.129 -0.191 -0.197
C 4.235860 0.323724 1.693296 -0.009 0.044 -0.041
C 4.636731 2.785023 1.666064 -0.059 -0.061 -0.033
C 5.361899 1.392720 -0.263933 -0.094 -0.011 0.038
C 0.709242 0.962001 3.326989 -0.086 -0.137 0.034
C 1.388542 1.582135 4.365547 0.039 -0.003 0.000
C 1.225714 1.078131 5.646286 0.038 0.031 0.001
C 0.391882 -0.008709 5.893728 -0.037 -0.023 0.069
C -0.300737 -0.628019 4.865883 -0.050 0.018 -0.064
C -0.125932 -0.143795 3.577125 0.051 0.200 0.185
C 0.824713 -3.453122 1.649019 0.047 0.232 -0.290
C 0.728508 -3.968814 3.085603 -0.126 -0.032 -0.096
C 1.809802 -2.270596 1.656778 -0.035 -0.042 0.017
C 1.373130 -4.563675 0.746124 -0.138 0.071 0.018
H -2.532690 -5.731704 -0.739761 -0.040 -0.012 0.007
H -0.820756 -5.325777 -0.718241 -0.011 -0.021 -0.037
H -1.989734 -4.204424 -1.445132 0.011 -0.057 0.003
H -4.156320 -4.284060 0.313211 -0.007 -0.052 0.010
H -3.431903 -2.705541 0.030540 -0.008 -0.159 0.169
H -3.759688 -3.262865 1.690473 -0.011 0.055 0.000
H -2.886526 -5.886504 1.777424 -0.019 -0.001 -0.036
H -2.021083 -4.778926 2.835435 -0.003 -0.048 0.036
H -1.132374 -5.899958 1.781256 0.013 0.005 0.065
H -1.633993 -2.275805 3.124860 0.043 -0.006 -0.006
H -2.493582 -1.429086 1.836835 -0.056 -0.064 0.177
H 2.167308 2.694677 2.117482 -0.047 0.077 -0.045
H 0.887539 3.077361 0.969980 0.094 -0.004 0.091
H 3.237377 1.535510 -2.819918 0.021 -0.060 -0.072
H 4.410157 2.776363 -2.360644 0.030 -0.021 -0.028
H 3.059079 3.194240 -3.402877 0.004 0.004 -0.019
H 0.843239 1.891049 -2.300211 -0.036 0.016 -0.038
H 0.839499 3.637729 -2.584514 0.002 -0.005 -0.014
H 0.318847 3.007612 -1.016664 0.004 -0.047 -0.081
H 3.882965 4.455028 -0.704396 0.002 0.056 0.051
H 2.300587 4.599972 0.080245 0.005 0.042 0.013
H 2.513494 5.077073 -1.609455 0.014 0.043 -0.005
H 3.396283 0.351432 2.393032 -0.005 -0.030 0.033
H 5.152591 0.256111 2.282295 0.043 0.011 -0.006
H 4.150662 -0.579542 1.087617 -0.014 -0.057 0.018
H 4.111233 2.785455 2.621377 -0.015 0.022 0.011
H 4.462482 3.734913 1.167303 0.006 0.029 0.011
H 5.702729 2.724265 1.894818 0.009 0.026 0.061
H 5.063433 0.672222 -1.029182 0.062 -0.030 -0.028
H 6.278940 1.031933 0.205521 0.005 -0.024 0.014
H 5.596507 2.337636 -0.750586 0.034 -0.004 -0.029
H 2.035061 2.434373 4.205086 -0.029 0.029 -0.054
H 1.755061 1.547326 6.463530 -0.012 -0.016 0.041
H 0.271347 -0.374748 6.903616 0.015 0.016 0.023
H -0.969577 -1.450537 5.081076 0.007 -0.050 -0.022
H 0.259835 -3.247544 3.754589 0.001 0.006 0.034
H 1.745282 -4.129678 3.452113 0.015 0.013 0.010
H 0.206238 -4.918460 3.156192 -0.013 0.028 0.049
H 1.623900 -1.610828 2.502310 -0.001 0.075 -0.031
H 1.761547 -1.679157 0.737219 0.091 0.042 0.074
H 2.829378 -2.646818 1.771501 0.011 -0.045 -0.023
H 0.736874 -5.445900 0.791132 0.066 -0.060 -0.077
H 2.370155 -4.857714 1.080897 0.017 0.028 0.017
H 1.444144 -4.235821 -0.294435 0.009 -0.092 -0.015
C -0.868624 5.162360 -0.659724 -0.137 0.120 0.097
C -1.130196 4.501538 0.670091 -0.016 -0.169 -0.113
C -0.765146 5.189010 1.824817 0.004 0.030 0.050
C -1.015455 4.679508 3.085266 -0.004 0.025 -0.048
C -1.696081 3.478005 3.215147 0.025 0.009 -0.028
C -2.064654 2.753142 2.094874 -0.127 -0.018 -0.199
C -2.955110 1.547486 2.229852 0.062 0.128 0.031
C -1.724826 3.236949 0.817241 -0.003 0.471 0.500
N -1.921411 2.356450 -0.269988 -0.148 -0.098 -0.607
C -2.724465 2.580452 -1.229873 0.117 0.315 0.630
C -3.684033 3.728092 -1.314148 -0.013 0.004 -0.092
C -2.826189 1.484638 -2.244353 0.077 -0.120 0.045
C -3.761971 1.663524 -3.389423 -0.023 -0.211 -0.082
N -2.145220 0.412896 -2.057596 0.940 -0.522 0.413
C -2.484941 -0.791687 -2.763636 -0.249 -0.494 -0.331
C -1.771353 -1.213475 -3.885389 -0.026 0.272 0.088
C -0.753525 -0.310824 -4.527787 -0.172 -0.133 0.012
C -2.110873 -2.435679 -4.456222 -0.102 -0.046 -0.014
C -3.126890 -3.210917 -3.926182 -0.007 0.004 0.035
C -3.854383 -2.751793 -2.838278 -0.063 0.093 -0.085
C -3.566624 -1.526129 -2.256007 0.082 0.073 0.076
C -4.412132 -0.981503 -1.133726 0.016 0.106 -0.167
H -1.501792 6.046856 -0.753735 -0.038 -0.004 -0.023
H -1.072048 4.513191 -1.506193 0.025 0.092 -0.035
H 0.162609 5.509634 -0.723507 -0.004 -0.046 -0.054
H -0.277539 6.150236 1.718531 -0.003 0.029 0.008
H -0.712948 5.235548 3.962100 -0.011 -0.007 0.021
H -1.954669 3.100897 4.196830 0.000 -0.013 0.011
H -2.780355 1.040767 3.177662 -0.024 -0.064 -0.026
H -2.810848 0.848482 1.404139 -0.062 -0.055 0.067
H -3.997444 1.874769 2.209166 -0.040 -0.067 -0.015
H -3.538632 4.413570 -0.484921 0.018 -0.013 0.014
H -4.707139 3.348553 -1.270336 -0.019 0.012 -0.013
H -3.584300 4.279264 -2.249623 0.023 0.007 -0.017
H -4.779332 1.862755 -3.052666 0.010 0.045 0.063
H -3.775692 0.793665 -4.040385 0.006 0.013 -0.003
H -3.442047 2.534709 -3.965602 -0.002 0.047 0.031
H -0.244647 0.309660 -3.788216 0.066 0.064 -0.093
H -1.248632 0.353490 -5.240217 0.062 0.057 -0.003
H -0.016643 -0.891047 -5.080431 -0.043 0.042 -0.025
H -1.583968 -2.773900 -5.339559 0.030 0.016 -0.017
H -3.370594 -4.168611 -4.364721 0.010 0.000 -0.058
H -4.675417 -3.339261 -2.447962 -0.010 -0.021 0.006
H -5.126480 -1.728078 -0.795682 0.004 0.038 0.038
H -4.986539 -0.113417 -1.465332 -0.009 0.031 0.012
H -3.798072 -0.663404 -0.286327 -0.112 0.026 0.049
C 0.728967 -3.440190 -2.964286 -0.049 0.166 0.133
Sb 1.594346 -1.606256 -2.253870 -0.108 -0.285 -0.273
C 2.585194 -1.100076 -4.101976 -0.208 0.344 0.162
C 3.413819 -2.435281 -1.454105 -0.193 0.262 0.312
H 1.505555 -4.200194 -3.029664 0.078 0.037 0.023
H 0.303801 -3.272451 -3.951037 0.066 0.014 0.019
H -0.061247 -3.779248 -2.299004 0.044 0.020 -0.025
H 2.732023 -2.025934 -4.655444 -0.044 -0.082 0.086
H 3.555490 -0.664198 -3.875047 0.008 0.012 0.045
H 2.014150 -0.405259 -4.711683 0.081 0.019 0.040
H 3.745839 -3.203357 -2.150426 -0.119 0.024 -0.116
H 3.282017 -2.868142 -0.468471 -0.020 -0.006 -0.044
H 4.168080 -1.653500 -1.397801 -0.029 0.087 -0.014

---

Record 2
59
Properties=species:S:1:pos:R:3:forces:R:3 method="wB97M-V/def2-TZVPD" homo_energy_ev=-9.59 total_charge=+1 relative_energy_kcal_mol=0.00
Sn 0.632977 -0.720626 -1.034015 0.183 -0.433 -0.187
C 5.772403 -0.868471 -0.816981 -0.060 0.046 -0.096
N 5.050163 -0.628340 0.424142 0.024 -0.046 0.116
C 5.828443 -0.252773 1.599928 -0.082 0.009 0.048
C 3.694323 -0.616847 0.420277 0.033 0.050 -0.307
N 2.955199 -0.722568 -0.632601 -0.050 -0.097 0.235
N 3.122471 -0.472020 1.676259 0.183 -0.028 0.115
C 1.795267 -0.456339 2.052426 -0.380 0.023 -0.022
N 1.623488 -0.373121 3.395270 0.057 0.015 0.067
N 0.814428 -0.498480 1.224275 0.221 -0.157 -0.194
H 6.766078 -1.238419 -0.581938 0.002 0.014 0.031
H 5.868468 0.041003 -1.416396 -0.016 -0.019 -0.004
H 5.277358 -1.636834 -1.408906 0.009 -0.034 0.025
H 6.872415 -0.176470 1.316301 0.007 -0.006 -0.017
H 5.762434 -1.004203 2.392938 0.029 0.002 -0.012
H 5.526536 0.722847 1.988699 0.015 -0.010 -0.004
H 3.487494 -0.784168 -1.488506 0.049 0.070 -0.005
H 3.775586 -0.464153 2.438078 -0.006 -0.029 0.047
H 2.388027 -0.326290 4.043518 0.013 0.000 -0.022
H 0.697272 -0.365824 3.781463 -0.019 0.006 -0.024
H -0.095535 -0.455636 1.666556 -0.001 0.105 0.008
O -2.721558 6.366038 -1.129974 0.032 -0.127 0.113
N -3.457306 5.536165 -0.630898 -0.297 0.186 -0.245
O -4.593539 5.751079 -0.260142 0.223 0.009 0.032
C -2.974910 4.149192 -0.525150 -0.078 -0.413 0.114
C -3.921641 3.189233 -0.570660 -0.050 0.341 -0.019
C -3.581610 1.811148 -0.484829 0.397 -0.198 -0.032
C -4.568199 0.810487 -0.509777 0.017 -0.049 0.019
C -4.190252 -0.500054 -0.405568 -0.181 0.090 -0.022
C -2.827585 -0.795487 -0.315162 0.129 -0.003 -0.108
N -1.873833 0.120613 -0.305448 0.029 0.085 0.357
C -2.231224 1.427422 -0.361577 -0.409 -0.105 -0.008
C -1.219462 2.463097 -0.271508 0.007 0.336 0.050
N 0.050456 2.079029 -0.064549 0.054 -0.141 -0.109
C 0.995036 2.989749 0.017126 -0.068 -0.228 0.030
C 0.744107 4.357852 -0.060871 -0.084 0.139 0.013
C -0.548881 4.781562 -0.237442 0.072 -0.079 0.017
C -1.580322 3.830569 -0.362788 0.089 -0.017 -0.014
H -4.959177 3.474502 -0.677456 -0.003 0.009 0.029
H -5.610819 1.088058 -0.600645 0.000 0.019 -0.002
H -4.918721 -1.298738 -0.404224 0.030 -0.034 -0.012
H -2.501053 -1.828184 -0.269589 -0.081 0.224 0.069
H 2.003084 2.609919 0.160257 0.014 0.075 0.002
H 1.551648 5.070784 0.027799 0.003 -0.001 0.002
H -0.774924 5.832881 -0.284333 -0.016 0.040 -0.034
F -4.844446 -4.352574 -1.103069 0.020 -0.015 0.003
C -3.524449 -4.083103 -1.019814 0.044 0.004 -0.018
C -2.882859 -4.224244 0.193868 -0.080 -0.055 0.019
C -1.533398 -3.905969 0.280081 0.059 -0.036 -0.034
C -0.814530 -3.459872 -0.832215 -0.077 -0.100 -0.045
C 0.599465 -3.018627 -0.735993 -0.016 0.446 0.064
C -1.503166 -3.361002 -2.049331 0.114 -0.008 0.119
C -2.850821 -3.661875 -2.150904 -0.047 -0.050 -0.075
H -3.438205 -4.581181 1.051481 0.010 0.019 0.003
H -1.027480 -4.007468 1.233556 0.005 -0.021 -0.009
H 1.189007 -3.424052 -1.563046 0.020 0.108 -0.023
H 1.062716 -3.338010 0.199832 -0.005 0.099 -0.011
H -0.958932 -3.026005 -2.925567 -0.069 -0.021 -0.051
H -3.377489 -3.575189 -3.092230 -0.020 -0.009 0.020